10 unconnected molecules or ions with the total composition C30H63F10N3O23P3, computed with the ωB97M-V functional and the def2-TZVPD basis.

Last column: Mulliken charge in e.
Element x y z (Å)
C -1.93 10.82 -3.23  0.70
C -5.87 1.58 -12.32  -0.76
F 1.03 10.85 -3.15  -0.27
H -1.39 0.68 -14.50  0.24
C -5.63 7.86 0.69  -0.81
O -3.45 3.35 -11.81  -0.12
O -4.39 7.61 0.07  -0.24
F -6.70 3.99 -5.12  -0.29
F 0.93 1.53 -5.58  -0.39
H -6.18 0.86 -11.56  0.31
H -6.25 10.48 2.80  0.35
F 0.19 3.46 -4.68  -0.35
H -1.95 1.88 -15.61  0.26
C -2.38 -3.26 -9.59  0.68
C 5.05 -5.27 -7.95  -1.50
C 6.43 -4.45 -7.98  0.46
C -2.61 4.50 -11.63  -0.81
H 4.15 10.23 -11.50  0.32
C -6.63 9.65 2.19  -1.47
O -6.00 1.95 -6.06  -0.30
H 7.23 -2.51 -8.06  0.35
C -6.00 3.35 -6.11  0.29
H 5.06 4.68 -1.54  0.27
C 6.67 5.36 -2.89  0.31
C 6.92 -1.13 1.06  -1.58
H -0.49 -1.05 -8.27  0.36
C 8.08 4.56 -1.43  0.66
H 7.68 -1.72 0.53  0.41
O -7.48 2.66 -7.41  -0.36
H -6.40 7.62 -0.05  0.36
H -3.07 5.36 -11.14  0.30
H 1.54 11.04 -14.82  0.27
H -4.95 3.60 -5.97  0.32
C -4.10 6.24 -0.05  -0.77
N 5.90 -0.19 -0.97  -0.57
H 5.02 -0.62 -7.79  0.34
H 0.87 9.42 -14.50  0.29
H 6.73 -1.63 2.00  0.38
H 3.17 10.55 -10.03  0.31
H -5.80 7.18 1.53  0.36
F 0.84 2.54 -7.70  -0.37
H 5.87 3.46 -2.67  0.21
H 1.54 -0.62 -0.16  0.25
H -6.59 1.37 -13.11  0.29
H -5.48 10.11 -0.97  0.23
H 4.57 9.48 -10.15  0.29
O 3.21 -0.33 0.95  -0.37
H 6.70 -0.61 -1.42  0.21
H 7.37 -0.16 1.28  0.34
O -1.18 -2.78 -9.33  -0.31
F 0.12 4.63 -6.67  -0.41
H 2.16 5.69 -13.49  0.26
H 6.57 -0.48 -7.09  0.33
H -7.59 9.83 1.70  0.39
O 5.75 -2.44 -6.80  -0.33
H 5.64 -2.61 -8.82  0.40
H 4.82 -0.06 2.10  0.34
H 7.20 5.18 -3.82  0.33
C -2.68 -1.46 -8.33  -0.39
O -7.50 0.50 -6.75  -0.58
H 3.10 -0.53 -1.07  0.18
O -4.35 3.84 -14.15  -0.69
O 7.82 5.66 -2.13  -0.34
P -3.78 2.76 -13.27  0.85
P 1.74 8.96 -12.12  0.91
H -0.54 8.34 -2.17  0.25
C -7.01 1.60 -6.77  0.71
C -2.23 1.34 -14.71  -0.73
H 2.00 5.72 -11.73  0.32
H 5.18 -1.77 -0.11  0.32
H 2.43 9.62 -15.30  0.26
C 5.64 -0.87 0.29  0.61
H -3.14 0.76 -14.88  0.34
H -1.76 4.30 -10.97  0.31
H 6.56 -5.79 -6.54  0.28
O 2.52 9.80 -13.29  -0.33
H 4.39 -5.04 -8.79  0.36
C 0.14 10.40 -2.26  0.29
H -7.00 4.71 -7.56  0.26
O 0.47 9.63 -11.58  -0.64
H -3.29 -1.66 -7.45  0.27
H 6.82 -4.38 -6.00  0.32
H 5.14 -6.35 -7.99  0.38
C 1.78 10.02 -14.52  -0.65
O 2.86 8.70 -11.00  -0.24
O -2.95 11.42 -3.65  -0.60
C 3.65 9.78 -10.64  -0.77
P 0.51 3.03 -6.18  1.24
H -5.75 11.12 0.21  0.24
O 9.15 4.15 -1.02  -0.57
O -1.04 11.21 -2.27  -0.33
H 4.79 1.09 0.98  0.33
O 6.97 4.02 -1.10  -0.28
H 0.13 8.77 -3.74  0.29
H -3.85 5.68 0.85  0.29
C 2.52 -0.14 -0.24  -0.55
H 6.97 -4.82 -8.86  0.22
O 1.62 7.48 -12.86  -0.25
F -1.01 -2.54 -7.10  -0.30
H -2.40 4.97 -12.59  0.32
H 3.42 6.40 -12.51  0.28
O -1.68 9.59 -3.61  -0.27
H -2.76 -0.47 -8.80  0.25
C -1.19 -1.88 -8.27  0.35
O -2.63 -4.35 -10.12  -0.60
C -6.55 3.73 -7.41  -0.26
H 5.07 -0.38 -1.51  0.21
H -6.19 2.58 -12.02  0.32
C 5.65 -1.05 -7.01  -0.83
F -1.07 2.73 -6.49  -0.36
H 0.51 10.22 -1.25  0.33
C -5.67 9.34 1.03  0.75
O -2.35 2.25 -13.62  -0.19
F 5.83 6.37 -2.94  -0.26
C 6.25 -2.99 -8.00  -0.68
H -6.76 8.86 2.93  0.34
H 2.51 0.93 -0.46  0.28
F 2.04 3.38 -6.03  -0.36
H -3.22 6.28 -0.70  0.22
H -4.81 5.73 -0.71  0.33
O -3.33 -2.47 -9.10  -0.32
C 4.61 0.02 1.03  -0.78
C 5.97 4.34 -2.04  -0.34
H 5.18 -0.72 -6.08  0.28
H 4.51 -5.00 -7.04  0.40
C -0.51 9.12 -2.94  -0.38
O -4.55 1.37 -12.82  -0.25
C 2.34 6.29 -12.60  -0.63
H -6.00 3.43 -8.30  0.23
N 7.07 -4.96 -6.78  -0.76
H -4.66 9.63 1.33  0.24
N -6.00 10.20 -0.10  -0.81

E_tot	-138741.5720	eV
total charge	-1
ΔE to the lowest compared entry with this formula, charge and spin	44.7	kcal per mole



A single C4H7N3O molecule, computed with the ωB97M-V functional and the def2-TZVPD basis.

Last column: Mulliken charge in e.
Element x y z (Å)
H 0.34 1.64 1.25  0.33
H 2.58 0.69 -1.17  0.31
C 1.89 -0.75 0.08  0.14
N 1.94 0.61 -0.16  -0.30
C -1.43 -0.01 0.46  0.03
C -0.41 0.67 -0.41  -0.34
H -0.78 1.23 -1.35  0.31
H -0.98 -1.03 -1.07  0.26
N 0.74 1.40 0.24  -0.39
H -1.47 0.61 1.61  0.13
O -2.78 0.00 -0.19  -0.52
C -0.39 -0.86 -0.13  0.03
H -3.44 -0.76 0.23  0.34
H 3.02 -0.97 0.34  0.26
N 0.89 -1.40 0.15  -0.59

E_tot	-10771.9730	eV
ΔE to the lowest compared entry with this formula, charge and spin	179.3	kcal per mole



A molecular structure, C11H16N2, computed with the ωB97M-V functional and the def2-TZVPD basis.

Last column: Mulliken charge in e.
Element x y z (Å)
C -0.30 -2.54 1.06  -1.52
C -1.52 0.54 -0.11  0.74
C 2.17 -2.10 1.13  -0.98
H 2.57 -2.81 1.86  0.41
C -2.67 1.15 -0.86  -1.51
H 2.98 1.51 -0.57  0.42
H -1.68 -0.19 0.72  0.13
C -0.74 1.68 0.70  -1.50
H -1.39 2.07 1.47  0.41
C 0.88 -1.94 0.68  0.83
H -0.62 2.63 0.13  0.36
N -1.65 -2.18 -2.33  -0.53
C 2.97 -1.11 0.51  -0.62
H 1.54 1.43 -1.45  0.21
C 2.47 0.82 -1.18  -1.15
C -1.06 -1.32 -1.85  -0.11
H 3.09 0.47 -2.10  0.25
H -3.21 0.35 -1.30  0.41
N 0.86 -0.80 -0.10  0.29
H -2.14 1.81 -1.54  0.35
H -3.17 1.69 -0.15  0.50
C -0.58 -0.20 -1.12  -0.06
H -0.15 0.56 -1.77  0.48
H 0.27 1.52 0.96  0.42
H -0.25 -3.50 1.45  0.43
H -0.94 -2.61 0.18  0.26
C 2.14 -0.38 -0.29  0.47
H 4.00 -0.77 0.46  0.42
H -0.96 -1.94 1.74  0.19

E_tot	-14643.4489	eV
ΔE to the lowest compared entry with this formula, charge and spin	83.2	kcal per mole



3 unconnected molecules or ions with the total composition C40H54BF4NO10, computed with the ωB97M-V functional and the def2-TZVPD basis.

Last column: Mulliken charge in e.
Element x y z (Å)
C 5.99 -1.48 7.74  -0.54
N 6.34 3.31 -0.52  -0.50
B 1.97 -0.79 -3.27  0.44
H 7.58 0.36 9.20  0.36
F 1.65 6.39 -1.85  -0.29
C 2.46 -2.28 2.16  0.44
O -5.30 -3.90 -2.12  -0.52
H -0.66 -3.18 0.19  0.19
H 3.65 -0.81 5.68  0.25
O 7.06 0.57 1.22  -0.53
C -3.53 6.20 -2.46  -0.97
C -3.61 2.08 -5.40  -0.50
H 4.42 5.69 -1.35  0.26
C -2.98 -1.76 -1.95  -0.55
O 3.04 0.15 8.16  -0.56
H -2.54 -2.66 -2.59  0.25
H -4.87 3.71 -4.40  0.31
H -3.19 -3.34 -0.20  0.29
H -1.73 3.64 -4.34  0.13
H -2.71 -1.28 2.83  0.32
C 7.34 -0.60 9.68  -1.44
H -4.79 -2.40 -0.71  -0.02
O -7.07 -5.15 -1.39  -0.35
H 5.71 -2.00 9.82  0.25
C 3.93 -0.15 -1.19  0.43
H -2.44 1.93 -5.51  0.16
C 6.01 -1.14 9.20  0.46
C 4.71 -0.42 1.99  0.32
H -2.12 -0.96 -1.80  0.15
C -4.24 -1.01 -2.74  -0.46
H -2.82 6.91 -3.07  0.26
H 0.89 -3.99 2.27  0.31
C 3.95 5.43 -2.39  -0.57
C 5.75 0.38 0.95  -0.14
H 6.60 -0.81 7.13  0.30
C 5.34 2.36 -1.15  0.29
O 3.59 -2.79 -0.99  -0.51
H 5.93 4.48 -3.06  0.35
H -2.36 -0.11 -3.86  -0.14
H -9.45 -4.97 -0.28  0.36
C 3.68 -1.60 -0.38  0.01
C 4.75 -0.19 3.62  -0.67
H 1.87 -3.90 0.62  0.33
H -5.07 -1.75 -3.10  0.16
O 4.63 -1.31 7.40  -0.29
H -7.55 -3.78 0.97  0.32
H -4.12 1.65 -6.36  0.32
H -6.88 -6.62 0.02  0.25
C -7.41 -5.67 -0.11  0.50
H -2.53 -2.96 1.99  0.22
C -3.07 4.64 -2.74  -0.39
C 5.03 0.88 -0.48  0.22
C -5.97 -4.36 -1.21  0.58
H -0.65 -0.34 1.29  0.24
H 1.71 -2.55 4.50  0.27
H 6.08 4.31 -0.66  0.19
C 2.35 5.10 -2.20  0.78
H -4.67 6.36 -2.69  0.26
C 4.78 4.24 -3.21  -1.03
H -0.24 -1.45 2.79  0.19
H -3.90 3.91 -2.32  0.22
H -5.40 1.10 -4.18  0.22
C 2.51 -2.02 3.81  -0.67
H 4.48 4.29 -4.35  0.34
C -2.33 -1.80 1.83  -0.61
H 0.58 0.12 -4.36  0.23
H -3.69 -0.86 -5.05  0.29
H 7.30 -0.40 10.76  0.35
H -4.22 4.24 -6.14  0.34
F 2.04 4.17 -1.08  -0.24
H -2.37 5.35 -4.89  0.31
C -2.68 4.35 -4.33  -0.31
C 3.42 1.73 -3.26  0.18
H -2.08 4.46 -2.10  0.23
C 3.63 -1.01 4.51  0.05
C -4.24 1.25 -4.11  -0.36
H -9.19 -6.14 1.03  0.37
C -6.87 -4.62 0.81  -0.59
H 8.15 -1.31 9.49  0.37
C -3.53 -0.24 -4.05  0.06
H -2.74 -0.20 0.17  0.32
C -3.62 -2.29 -0.51  0.16
H -9.23 -6.67 -0.66  0.35
H -3.89 1.83 -3.14  0.01
F 1.68 4.64 -3.47  -0.27
C 3.10 0.24 -2.59  0.12
O 2.29 -2.19 -3.69  -0.50
C -0.73 -1.44 1.70  -0.45
C 0.12 -2.43 0.69  0.39
C -3.26 -1.15 0.62  -0.70
H -4.72 -0.18 -2.07  0.20
O -5.73 -4.15 0.11  -0.24
H -6.58 -5.03 1.78  0.31
H 6.55 3.08 0.47  0.25
H -3.35 6.40 -1.31  0.29
C 1.34 -3.26 1.45  -0.86
C 3.60 -1.45 1.28  0.17
F 2.63 2.05 -4.49  -0.37
O 0.55 -0.33 -3.44  -0.44
H 6.31 -2.51 7.56  0.36
H 0.51 -1.76 -0.21  -0.30
H -4.28 -0.79 1.11  0.28
O 5.00 -0.15 9.30  -0.34
H 5.57 0.53 4.04  0.30
C -8.90 -5.87 0.01  -1.47
C -3.97 3.67 -5.15  -0.62
H 3.28 -2.23 -3.96  0.32
C 4.12 -0.39 8.28  0.63
C 4.50 2.73 -2.54  0.19
H 4.02 6.40 -3.05  0.35

E_tot	-75842.4637	eV
ΔE to the lowest compared entry with this formula, charge and spin	369.4	kcal per mole



A single C4H10N2O molecule, computed with the ωB97M-V functional and the def2-TZVPD basis.

Last column: Mulliken charge in e.
Element x y z (Å)
H -2.96 0.25 -0.61  0.33
N 0.15 1.54 1.14  -0.45
C 0.15 -0.75 0.18  0.40
H -1.68 -1.48 0.65  0.30
H 0.47 -1.52 0.88  0.31
H -1.44 0.76 -1.19  0.36
C 0.89 0.57 0.47  0.27
H 0.44 -0.64 -2.04  0.34
N -1.30 -0.59 0.32  -0.49
C 0.57 -1.28 -1.18  -1.40
C -1.98 -0.14 -0.89  -0.98
H -0.12 -2.12 -1.37  0.40
H 0.60 1.88 1.97  0.25
O 2.02 0.76 0.10  -0.57
H -0.84 1.35 1.25  0.25
H 1.51 -1.79 -1.33  0.36
H -2.22 -0.86 -1.67  0.33

E_tot	-9337.6877	eV
ΔE to the lowest compared entry with this formula, charge and spin	30.0	kcal per mole



A molecular structure, C34H31FIN7NiO7S, computed with the ωB97M-V functional and the def2-TZVPD basis.

Last column: Mulliken charge in e.
Element x y z (Å)
C -2.15 1.33 -2.27  0.02
H 2.03 3.70 -6.57  0.22
H 4.84 2.56 -2.11  0.48
C 0.62 -1.62 2.56  0.20
I 2.22 -1.05 7.14  0.03
N 1.56 1.39 -0.07  -0.19
N 0.00 2.81 0.58  -0.01
C -6.32 -1.67 1.87  -1.08
H -9.27 -3.66 4.48  0.33
Ni -0.27 0.81 0.20  0.70
H 2.13 5.76 -0.40  0.41
C 1.50 4.93 -0.12  -0.25
C 1.71 -2.51 4.53  -0.53
C -7.49 -2.46 3.95  -0.75
N 2.93 3.56 -6.15  -0.59
H 0.95 2.11 -5.13  0.31
C -4.46 0.53 -1.94  -0.50
C 0.93 -0.23 4.52  -0.95
H -7.07 -1.58 4.43  0.49
C 0.11 -1.95 1.14  0.21
C 1.55 -1.29 5.16  0.08
O 4.07 1.34 -0.13  -0.77
H -7.89 -3.39 0.78  0.52
C 1.82 2.20 -4.49  -0.89
C -5.06 -1.59 2.47  0.05
H 2.19 -3.33 5.04  0.37
N 2.03 3.73 -0.29  -0.47
S 2.92 0.88 -0.86  1.54
O -2.54 1.78 -3.35  -0.82
C -3.08 0.37 0.00  1.64
H -10.09 -2.55 1.12  0.41
H 0.82 0.73 5.02  0.40
H -8.93 0.49 -1.61  0.29
N -7.43 -2.29 2.51  0.26
H -7.69 1.58 -0.83  0.23
H -7.72 0.78 -3.84  0.24
C 2.91 1.70 -2.42  -0.28
N -5.55 0.00 -1.33  0.22
C -5.43 -0.50 -0.05  -0.23
C 2.92 2.96 -4.89  1.18
C -9.67 -3.05 1.99  -0.71
H -4.57 0.83 -2.98  0.80
H 4.87 3.67 -4.34  0.28
H -0.03 0.41 2.74  0.45
H -10.76 -1.93 3.40  0.32
H -3.06 -0.88 2.35  0.70
N -9.79 -2.12 3.16  -0.15
H -10.25 -3.95 2.21  0.37
C 1.23 -2.67 3.24  -0.59
H -7.10 -1.08 -2.31  0.51
O 0.00 -3.15 0.91  -0.75
H 1.34 -3.61 2.73  0.48
F -4.87 -2.20 3.66  -0.35
C -0.51 4.02 0.71  -0.03
H -7.47 -1.16 0.14  0.71
H -6.54 1.88 -3.01  0.37
H -7.92 -4.32 2.27  0.31
H -9.33 -1.25 2.86  0.37
C -6.50 -1.12 0.61  -0.52
H -6.95 -3.33 4.31  0.45
H -9.26 -2.04 5.20  0.35
H 3.55 4.35 -6.25  0.21
C -8.16 -3.35 1.83  -0.75
C 1.82 1.56 -3.26  -0.34
C -8.99 -2.62 4.32  -0.62
C 4.01 3.08 -4.03  -0.69
C 0.22 5.15 0.38  -0.76
C -3.24 0.72 -1.37  -0.34
O 2.73 -0.52 -1.07  -0.75
O -2.12 0.63 0.75  -0.75
C -7.21 1.04 -2.92  -1.02
H -1.51 4.08 1.11  0.44
C 0.47 -0.41 3.22  0.29
C 4.01 2.46 -2.80  -0.40
C -7.92 0.86 -1.61  -0.42
H 0.95 0.99 -2.95  0.32
C -4.20 -0.37 0.61  0.50
O -0.99 1.25 -1.81  -0.38
H -0.19 6.14 0.51  0.38
C -6.81 -0.07 -2.02  -0.35
O -0.18 -1.07 0.24  -0.73
C 1.26 2.69 0.06  0.77
C -4.03 -0.94 1.87  -0.55

E_tot	-123218.6236	eV
ΔE to the lowest compared entry with this formula, charge and spin	12.3	kcal per mole



9 unconnected molecules or ions with the total composition H18O9, computed with the ωB97M-V functional and the def2-TZVPD basis.

Last column: Mulliken charge in e.
Element x y z (Å)
O -0.08 0.23 -0.33  -0.56
H -2.35 1.55 -2.13  0.40
O 2.94 -0.63 -2.57  -0.57
H 0.80 -1.55 3.33  0.29
H 3.72 -0.35 -3.04  0.32
O -1.82 0.76 -2.27  -0.31
H -1.42 -1.87 2.29  0.42
H -1.45 1.97 0.11  0.25
O -2.31 -2.10 2.57  -0.71
O 2.19 -1.39 0.83  -0.67
H 1.31 2.55 -1.28  0.32
H 0.79 -0.01 -0.64  0.28
H 2.33 -2.29 0.52  0.30
H -1.22 0.75 -1.53  0.41
O 2.12 2.58 -1.80  -0.61
H -0.15 -0.17 0.53  0.26
H -3.54 -0.12 0.44  0.37
O -1.20 2.88 0.00  -0.52
H 0.92 -1.47 1.83  0.42
H -2.48 -1.53 3.31  0.35
H 1.85 2.28 -2.67  0.31
O -2.71 -0.23 0.90  -0.35
O 0.27 -1.52 2.53  -0.70
H 3.02 -0.94 0.64  0.30
H -2.80 -1.07 1.35  0.42
H -1.85 3.23 -0.62  0.32
H 3.12 -1.53 -2.31  0.28

2S+1	2
E_tot	-18709.1051	eV
total charge	+1
⟨S²⟩	0.76
ΔE to the lowest compared entry with this formula, charge and spin	20.8	kcal per mole



A molecular structure, C15H26N6SW, computed with the ωB97M-V functional and the def2-TZVPD basis.

Last column: Mulliken charge in e.
Element x y z (Å)
N 2.12 0.39 -1.23  -0.56
C 0.04 0.46 3.19  0.66
N 0.05 -1.27 -1.54  -0.01
H 0.05 -4.71 -3.17  0.49
H -2.74 0.23 -0.05  0.36
H 3.18 -1.05 -2.41  0.56
C 2.49 -1.03 -1.57  -0.95
C -1.16 -3.10 -2.44  -0.87
C -1.15 -1.86 -1.87  0.61
H 2.96 1.52 -2.88  0.51
C -1.15 1.97 -2.39  -0.40
H -2.70 2.28 -0.92  0.42
C -2.38 -1.03 -1.63  -0.87
H 2.51 -0.45 4.70  0.36
H 1.90 -1.52 3.41  0.34
H -0.83 -0.85 5.74  0.38
H 3.01 -1.46 -0.72  0.45
S 0.99 0.45 1.68  -0.38
H -3.21 1.38 -2.33  0.47
H 1.91 3.13 -1.31  0.40
C -2.39 1.51 -1.63  -0.89
C 0.05 -3.72 -2.72  -0.28
C 1.67 -1.04 4.35  -0.86
H -1.39 2.05 5.32  0.34
H -0.78 1.17 -3.04  0.30
N -0.05 2.33 -1.41  -0.58
H 2.21 -3.54 -2.76  0.57
H 1.42 0.75 -3.21  0.35
C 1.27 -3.08 -2.48  -1.00
H -2.47 0.71 4.93  0.33
H -0.34 3.17 -0.90  0.41
H -1.38 2.81 -3.03  0.53
W 0.08 0.44 -0.47  1.56
N -2.11 0.24 -0.85  -0.34
C 1.99 1.29 -2.44  -0.65
C -1.45 1.08 4.85  -0.49
H -2.10 -3.58 -2.69  0.56
H 1.45 -1.81 5.09  0.35
N -1.05 1.17 3.41  -0.11
H -2.82 -0.77 -2.59  0.38
H 0.20 0.50 6.20  0.38
H -3.13 -1.62 -1.10  0.61
H 1.20 3.24 -2.92  0.46
C 1.25 -1.84 -1.89  0.71
N 0.47 -0.19 4.22  0.05
C 1.31 2.60 -2.05  -0.71
C -0.40 0.08 5.40  -0.56
H 2.86 0.76 -0.64  0.45
H -1.46 1.84 2.78  0.18

2S+1	3
E_tot	-37537.4118	eV
total charge	+4
⟨S²⟩	2.02
ΔE to the lowest compared entry with this formula, charge and spin	5.3	kcal per mole



Number 1: maximum force 5.20 eV/Å. Number 2: maximum force 6.41 eV/Å. Number 3: maximum force 5.42 eV/Å. Number 4: maximum force 8.44 eV/Å. Number 5: maximum force 2.11 eV/Å. Number 6: maximum force 0.78 eV/Å. Number 7: maximum force 2.50 eV/Å. Number 8: maximum force 1.53 eV/Å.